Record 1
Below is a single C4H5N5 molecule, with properties calculated with ωB97M-V/def2-TZVPD.

XYZ file:
```
14
Properties=species:S:1:pos:R:3:nbo_charge:R:1
C -1.17466 1.62037 0.97199 -0.647
C -0.36512 0.49716 0.42350 0.141
C -0.88626 -0.74940 0.09635 -0.116
N 0.09856 -1.40870 -0.59817 -0.187
N 0.50458 -2.48840 -1.23138 -0.067
N 1.71121 -2.38630 -1.58112 -0.053
N 2.23920 -1.19504 -1.33527 -0.341
C 1.34581 -0.44663 -0.71933 0.437
N 0.87933 0.65458 -0.10778 -0.538
H -2.25843 1.41526 0.79716 0.253
H -1.02081 1.63083 2.05795 0.228
H -0.69962 2.66606 0.63728 0.223
H -1.65543 -1.36815 0.48757 0.237
H 1.28164 1.55836 0.10126 0.430
```

Total charge: 0
DFT total energy: -429.0909 Eh
HOMO energy: -8.785 eV
Energy relative to the best compared isomer or geometry (same formula, charge and spin): 56.55 kcal per mole
LUMO level: 0.39 eV
Frontier orbital gap: 9.18 eV



Record 2
Below is a molecular structure, C10H23N9O6Rh, with properties calculated with ωB97M-V/def2-TZVPD.

XYZ file:
```
49
Properties=species:S:1:pos:R:3:nbo_charge:R:1
O -3.01373 0.00562 -2.05493 -0.890
H -3.47618 0.38589 -2.82296 0.491
Rh 0.03269 0.24044 -0.37006 0.758
N -1.75658 -0.06476 0.38920 0.028
N -0.52490 2.13546 -0.15855 0.009
N 0.70167 -1.67909 -0.46061 -0.075
N 1.98084 0.54071 -0.81244 -0.074
O -2.20866 -1.20157 0.64424 -0.322
O -0.02007 -2.79468 -0.22669 -0.441
O 2.57270 1.74899 -0.82320 -0.458
O 0.27264 3.11715 -0.34043 -0.420
C -1.84037 2.28452 0.16235 0.156
C -2.51474 1.07546 0.50018 0.206
C 1.99807 -1.80594 -0.74264 0.182
C 2.72821 -0.55597 -0.91852 0.155
C -3.96205 0.88701 0.75141 -0.678
H -4.37964 0.25494 -0.04275 0.279
H -4.47057 1.85334 0.74185 0.232
H -4.11728 0.38398 1.71626 0.258
C -2.44406 3.62904 0.01237 -0.669
H -2.35077 4.00083 -1.01826 0.258
H -1.93515 4.33655 0.67919 0.257
H -3.50280 3.56433 0.26815 0.236
C 2.66247 -3.13406 -0.72644 -0.678
C 4.20603 -0.48354 -1.11065 -0.678
H 1.92620 -3.93192 -0.88358 0.260
H 3.15891 -3.28880 0.24574 0.243
H 3.43441 -3.15862 -1.50396 0.246
H 4.55860 0.53596 -0.90567 0.258
H 4.48796 -0.76662 -2.13639 0.253
H 4.69711 -1.18499 -0.42224 0.239
H -0.96465 -2.47845 -0.07496 0.538
H 1.81255 2.40827 -0.63427 0.518
C -0.60344 0.34809 -2.22429 -0.573
H -1.92983 0.22758 -2.26082 0.369
H -0.22666 -0.48528 -2.83267 0.193
H -0.33627 1.28873 -2.71748 0.194
O -2.99985 -2.59649 -1.80376 -0.988
H -3.06528 -1.59332 -1.93927 0.492
H -2.32510 -2.91197 -2.42868 0.459
N 2.51311 -1.20559 4.25329 -0.578
N 1.83982 -0.37498 3.33831 0.175
N 1.01332 0.61153 3.79760 -0.236
C 0.34950 0.93208 2.68413 0.159
N 0.68951 0.15202 1.65323 -0.346
N 1.60591 -0.75028 2.10100 -0.031
H 3.29991 -1.63091 3.76887 0.393
H 2.79328 -0.61770 5.03262 0.403
H -0.36678 1.74700 2.65719 0.240
```

Total charge: +1
DFT total energy: -1449.0053 Eh
HOMO energy (alpha / beta): -10.116 / -12.799 eV
Multiplicity: 5
Expectation value of S²: 6.10
LUMO level (alpha / beta): -3.91 / -6.14 eV
Frontier orbital gap (alpha / beta): 6.21 / 6.66 eV



Record 3
Below is 2 unconnected molecules or ions with the total composition C11H12NO2, with properties calculated with ωB97M-V/def2-TZVPD.

XYZ file:
```
26
Properties=species:S:1:pos:R:3:nbo_charge:R:1
C -2.86463 -2.11569 -1.59475 -0.635
C -0.21732 -0.86838 0.68792 0.155
C -0.62374 -1.36392 -0.54226 -0.114
C -2.07427 -1.37478 -0.54296 -0.070
C -2.44718 -1.03153 0.72307 -0.039
C 1.14327 -0.68906 0.94991 -0.206
C 2.01445 -0.94875 -0.07907 -0.216
C 1.60075 -1.59586 -1.26580 -0.235
C 0.28199 -1.94752 -1.45011 -0.212
N -1.30912 -0.74582 1.53196 -0.544
H 1.44124 -0.20295 1.88300 0.244
H 3.07437 -0.73014 0.05071 0.212
H -1.24166 -0.04795 2.25619 0.421
H 2.35190 -1.83849 -1.99881 0.198
H -3.45916 -0.91913 1.07585 0.197
H 0.03050 -2.61202 -2.25958 0.201
H -3.94339 -2.22051 -1.57464 0.213
H -2.38582 -3.05467 -1.80609 0.208
H -2.66358 -1.49575 -2.47372 0.214
C 0.26548 2.74527 -0.67118 -0.759
C 1.24846 2.96518 0.58711 0.782
O 2.34432 3.49539 0.33105 -0.782
O 0.81989 2.48200 1.65360 -0.816
H -0.53680 3.54137 -0.60827 0.192
H -0.04038 1.71097 -0.73380 0.199
H 0.84500 2.93122 -1.58915 0.191
```

Total charge: -1
DFT total energy: -631.6457 Eh
HOMO energy: -3.910 eV
Energy relative to the best compared isomer or geometry (same formula, charge and spin): 32.66 kcal per mole
LUMO level: 3.05 eV
Frontier orbital gap: 6.96 eV



Record 4
Below is a single C9H15NO2 molecule, with properties calculated with ωB97M-V/def2-TZVPD.

XYZ file:
```
27
Properties=species:S:1:pos:R:3:nbo_charge:R:1
C -0.75319 1.04736 0.82008 0.269
C -1.94110 1.89055 0.38533 -0.544
C -2.49946 0.98508 -0.76474 -0.393
C -2.31955 -0.42709 -0.17770 -0.419
C 0.21643 -0.83224 -0.56570 -0.409
C -0.92263 -0.48703 0.44378 0.133
C 1.60554 -0.22723 -0.12953 0.052
C 2.62165 -0.42762 -1.23258 -0.621
C 2.29442 -0.80446 1.14116 -0.641
N 1.24903 1.17392 0.15272 0.092
O 2.02132 2.01000 0.58950 -0.354
O -0.95739 -1.30179 1.59128 -0.704
H -2.55295 2.05090 1.16674 0.228
H -1.55256 2.87421 -0.18181 0.243
H -3.49538 1.28372 -0.91252 0.214
H -1.99391 0.96846 -1.72716 0.212
H -2.96204 -0.68601 0.57827 0.184
H -2.38882 -1.16839 -0.87496 0.208
H 0.16916 -1.86450 -0.63378 0.223
H 0.07628 -0.44521 -1.48760 0.208
H 2.89948 -1.54928 -1.46458 0.231
H 3.42954 0.16617 -0.80443 0.229
H 2.22187 0.12932 -2.05351 0.209
H 3.05441 -1.53988 0.71557 0.207
H 1.51822 -1.31345 1.85039 0.238
H 2.81962 -0.05906 1.79247 0.237
H -1.85798 -1.44645 1.78332 0.468
```

Total charge: 0
DFT total energy: -556.8902 Eh
HOMO energy (alpha / beta): -7.414 / -8.131 eV
Energy relative to the best compared isomer or geometry (same formula, charge and spin): 181.48 kcal per mole
LUMO level (alpha / beta): -0.11 / 0.43 eV
Frontier orbital gap (alpha / beta): 7.30 / 8.56 eV



Record 5
Below is 3 unconnected molecules or ions with the total composition C29H61BO12P2, with properties calculated with ωB97M-V/def2-TZVPD.

XYZ file:
```
105
Properties=species:S:1:pos:R:3:lowdin_charge:R:1
C -2.88022 6.19370 -5.54231 0.159
C -1.80140 5.69538 -5.35173 0.017
C -0.66217 4.74467 -5.51311 -0.484
O 0.16580 5.04171 -6.32000 0.162
O -0.60829 3.57966 -4.81543 0.059
C -0.35970 3.76321 -3.39723 -0.393
C 0.29657 2.44109 -2.91036 -0.089
C 0.50214 2.36319 -1.38400 -0.154
C 1.13062 0.94046 -1.07220 -0.183
C 0.22071 0.05383 -0.16977 -0.199
C 0.79706 0.05766 1.27461 -0.211
C 2.03676 -0.87122 1.42636 -0.211
C 3.11729 -0.25716 2.35792 -0.221
C 2.57503 0.25122 3.71768 -0.217
C 2.18215 -0.96838 4.64504 -0.238
C 3.15415 -1.04585 5.85775 -0.111
O -1.53166 4.11595 -2.69975 -0.090
C -2.58799 3.15424 -2.80989 -0.213
C -3.04939 2.70438 -1.39326 -0.057
B 0.73067 4.92423 -3.05815 -0.402
C 0.46453 5.93988 -1.86485 0.012
O 1.92922 5.04278 -3.75949 0.133
H -3.88596 6.55568 -5.62894 0.049
H 1.25767 2.24546 -3.41053 0.136
H -0.37543 1.61063 -3.19462 0.130
H 1.21770 3.09670 -0.98045 0.114
H -0.42192 2.41207 -0.79799 0.090
H 2.11662 1.07943 -0.59924 0.106
H 1.27025 0.41205 -2.02949 0.103
H 0.26399 -0.97471 -0.56840 0.105
H -0.83733 0.36416 -0.19168 0.095
H 0.03500 -0.25936 2.00230 0.112
H 1.14760 1.08786 1.46641 0.106
H 2.50096 -1.11729 0.45634 0.108
H 1.70061 -1.81449 1.89040 0.100
H 3.83676 -1.06590 2.59739 0.110
H 3.70600 0.51609 1.83292 0.105
H 1.69083 0.89885 3.62761 0.091
H 3.36118 0.86688 4.18748 0.099
H 1.18250 -0.73340 5.03545 0.098
H 2.22284 -1.86675 4.01789 0.089
H 3.46319 -0.04909 6.20132 0.067
H 4.03898 -1.63511 5.57119 0.071
H 2.64532 -1.55557 6.69090 0.059
H -3.44356 3.68501 -3.26677 0.119
H -2.36644 2.31357 -3.47847 0.118
H -2.42292 3.26976 -0.68056 0.073
H -2.82903 1.64399 -1.18805 0.064
H -4.08831 2.96656 -1.16403 0.071
H 1.40922 6.39323 -1.51907 0.069
H -0.22673 6.74146 -2.17954 0.082
H -0.02671 5.44344 -1.00946 0.067
H 2.62969 4.63503 -3.23358 0.116
C -0.97653 2.51579 -8.73923 -0.074
C -2.14173 3.33742 -9.25834 -0.274
O -3.32751 2.55666 -9.40692 -0.221
P -4.07430 2.00631 -8.05028 0.638
O -4.57731 3.29105 -7.45650 -0.218
O -5.51550 1.48394 -8.66877 -0.246
C -6.73480 1.77077 -7.98029 -0.291
C -7.48968 2.87536 -8.69393 -0.077
O -3.44585 0.48313 -8.17951 -0.231
C -3.80043 -0.46984 -9.18737 -0.268
C -3.24323 -0.17287 -10.56261 -0.072
H -1.17761 2.15027 -7.72686 0.070
H -0.06640 3.11619 -8.71172 0.081
H -0.80119 1.64217 -9.36743 0.068
H -2.33648 4.18866 -8.59969 0.105
H -1.89949 3.73489 -10.24474 0.120
H -6.54610 2.03632 -6.94033 0.102
H -7.33560 0.85767 -7.97621 0.115
H -6.84232 3.72445 -8.91335 0.075
H -8.33324 3.22459 -8.09534 0.076
H -7.87063 2.51669 -9.65221 0.074
H -4.87497 -0.63300 -9.22377 0.110
H -3.37089 -1.41462 -8.84443 0.119
H -3.77400 0.64979 -11.04036 0.075
H -3.35296 -1.04947 -11.20431 0.081
H -2.18732 0.09290 -10.51320 0.070
C 2.71836 -4.27254 12.65962 -0.080
C 3.94704 -4.38536 11.77491 -0.284
O 3.75461 -5.30369 10.70166 -0.223
P 2.69983 -4.90394 9.50333 0.637
O 3.42521 -3.76199 8.85360 -0.214
O 3.07430 -6.05551 8.37958 -0.245
C 3.18693 -5.69574 6.99965 -0.287
C 4.64593 -5.64670 6.59006 -0.075
O 1.48143 -5.84789 10.09883 -0.231
C 1.48189 -7.28011 10.11218 -0.267
C 2.40330 -7.90364 11.13790 -0.072
H 1.87351 -3.85111 12.10636 0.072
H 2.92051 -3.62896 13.51707 0.079
H 2.40733 -5.25208 13.02209 0.067
H 4.22989 -3.40524 11.38090 0.110
H 4.78767 -4.75817 12.36157 0.119
H 2.69397 -4.74441 6.79973 0.098
H 2.66583 -6.45824 6.41521 0.116
H 5.23971 -5.06495 7.29524 0.075
H 4.75982 -5.21163 5.59520 0.075
H 5.07081 -6.65243 6.57846 0.074
H 1.66086 -7.68926 9.12076 0.111
H 0.45571 -7.55886 10.36466 0.119
H 3.44748 -7.82666 10.83713 0.075
H 2.17192 -8.96501 11.24741 0.082
H 2.29778 -7.42199 12.11002 0.069
```

Total charge: 0
DFT total energy: -2751.9545 Eh
HOMO energy: -9.671 eV
LUMO level: -0.59 eV
Frontier orbital gap: 9.08 eV



Record 6
Below is a molecular structure, C14H13AlN2SbSe4, with properties calculated with ωB97M-V/def2-TZVPD.

XYZ file:
```
35
Properties=species:S:1:pos:R:3:nbo_charge:R:1
Al 0.75736 0.88539 1.06342 1.393
Se 0.66781 1.48567 4.68557 -0.393
Sb 3.20424 1.22937 3.82518 0.706
Se -0.62348 1.98103 2.80430 -0.534
Se 2.79982 2.05323 1.37213 -0.839
Se 3.45877 -1.15320 3.51422 -0.862
N 1.66698 0.09413 -0.81810 -0.870
C 0.67140 -0.28437 -1.76770 0.132
C 0.69341 0.25631 -3.04613 -0.239
C -0.32089 -0.02414 -3.94817 -0.217
C -1.36356 -0.85411 -3.55971 -0.239
C -1.37473 -1.38898 -2.27898 -0.199
C -0.36641 -1.12374 -1.35264 0.021
C -0.40124 -1.70513 0.02606 -0.107
C -0.92281 -2.99749 0.16826 -0.220
C -1.01804 -3.58693 1.41542 -0.223
C -0.60358 -2.88019 2.53818 -0.234
C -0.09101 -1.59965 2.39984 -0.103
C 0.05045 -0.98328 1.14969 -0.589
H 2.39325 0.67429 -1.21819 0.407
H 2.10763 -0.70087 -0.35817 0.427
H 1.51616 0.90457 -3.33190 0.205
H -0.29526 0.40542 -4.94223 0.205
H -2.17156 -1.07526 -4.24511 0.205
H -2.20583 -2.01057 -1.96853 0.212
H -1.23400 -3.55481 -0.70811 0.195
H -1.40984 -4.59341 1.50874 0.197
H -0.66546 -3.33047 3.52242 0.206
H 0.22628 -1.07113 3.28922 0.231
C -0.99930 4.63210 0.10727 -0.729
C -0.62912 3.24070 -0.10424 0.511
N -0.27498 2.16444 -0.26333 -0.466
H -1.83617 4.67223 0.79948 0.277
H -1.25914 5.10236 -0.83912 0.250
H -0.14714 5.13645 0.56098 0.283
```

Total charge: -1
DFT total energy: -10739.4684 Eh
HOMO energy: -3.430 eV
LUMO level: 2.23 eV
Frontier orbital gap: 5.66 eV



Record 7
Below is a single C4H8O2 molecule, with properties calculated with ωB97M-V/def2-TZVPD.

XYZ file:
```
14
Properties=species:S:1:pos:R:3:nbo_charge:R:1
C 1.24723 -0.44825 -0.02580 -0.519
C 0.82180 -0.03122 1.33195 -0.022
C 0.03400 0.22531 -0.62895 0.349
C -1.28817 -0.44500 -0.72161 -0.670
O 1.25474 1.25970 1.77501 -0.721
O 0.08709 1.55144 -0.82880 -0.687
H 2.27192 -0.12053 -0.22314 0.214
H 1.30119 -1.53669 -0.20944 0.230
H 0.05186 -0.44805 2.01828 0.188
H -1.94890 0.14284 -1.33055 0.236
H -1.78768 -0.73459 0.24316 0.229
H -1.11040 -1.21572 -1.35115 0.216
H 2.19509 1.20183 1.72812 0.465
H 0.75995 2.03142 -0.43582 0.492
```

Total charge: 0
DFT total energy: -307.5530 Eh
HOMO energy (alpha / beta): -6.623 / -6.595 eV
Energy relative to the best compared isomer or geometry (same formula, charge and spin): 100.03 kcal per mole
LUMO level (alpha / beta): 0.89 / 0.89 eV
Frontier orbital gap (alpha / beta): 7.52 / 7.49 eV



Record 8
Below is a single C5H10ClNOS molecule, with properties calculated with ωB97M-V/def2-TZVPD.

XYZ file:
```
19
Properties=species:S:1:pos:R:3:nbo_charge:R:1
C 2.89860 -1.90581 -0.30073 -0.727
S 1.69596 -0.75728 -1.05377 0.269
C 1.52819 0.39080 0.28901 -0.465
Cl 3.03001 1.39265 0.49276 -0.022
C 0.52378 1.48936 -0.08059 0.636
O 0.90316 2.62209 -0.30943 -0.592
N -0.83227 1.25687 -0.16165 -0.439
C -1.70271 2.06472 -0.91501 -0.401
C -1.48201 -0.08923 0.04979 -0.443
H 3.46194 -2.36152 -1.15849 0.231
H 2.61010 -2.74349 0.26003 0.215
H 3.55627 -1.39329 0.25889 0.223
H 1.20593 -0.08156 1.29952 0.254
H -2.03116 1.55589 -1.79899 0.193
H -2.68630 2.03016 -0.26710 0.178
H -1.33552 3.06943 -0.86815 0.248
H -1.71035 -0.23849 1.10899 0.208
H -2.41958 -0.07836 -0.59112 0.210
H -0.76381 -0.86501 -0.40095 0.222
```

Total charge: 0
DFT total energy: -1184.8354 Eh
HOMO energy: -9.202 eV
Energy relative to the best compared isomer or geometry (same formula, charge and spin): 7.99 kcal per mole
LUMO level: 0.65 eV
Frontier orbital gap: 9.85 eV